1.
{"formula": "C31H26F2FeN3O3", "method": "ωB97M-V/def2-TZVPD", "multiplicity": 2, "e_homo_ev": [-13.3, -13.3], "total_charge": 2, "relative_energy_kj_mol": 0.0, "orbital_gap_ev": [6.6, 6.9], "elements": ["Fe", "F", "C", "C", "C", "C", "C", "F", "C", "C", "C", "C", "C", "C", "N", "H", "H", "H", "H", "H", "H", "O", "C", "C", "C", "C", "C", "C", "N", "H", "H", "H", "H", "H", "H", "H", "C", "O", "C", "C", "C", "C", "C", "C", "N", "C", "C", "C", "C", "C", "C", "C", "O", "H", "H", "H", "H", "H", "H", "H", "H", "H", "H", "H", "H", "H"], "xyz": [[-2.227, -0.254, -0.058], [1.165, 3.124, 2.097], [0.002, 2.848, 1.505], [-0.442, 1.533, 1.495], [-1.657, 1.270, 0.896], [-2.445, 2.297, 0.344], [-1.903, 3.580, 0.312], [-2.600, 4.569, -0.251], [-0.687, 3.879, 0.891], [-3.831, 1.924, 0.014], [-4.908, 2.781, -0.151], [-6.180, 2.240, -0.239], [-6.354, 0.865, -0.156], [-5.235, 0.069, -0.033], [-4.002, 0.582, 0.025], [0.167, 0.774, 1.964], [-0.303, 4.889, 0.894], [-4.749, 3.847, -0.183], [-7.037, 2.891, -0.353], [-7.335, 0.416, -0.185], [-5.319, -1.005, 0.034], [-3.072, -1.706, -1.584], [-3.502, -2.923, -0.972], [-2.660, -3.119, 0.255], [-2.324, -4.374, 0.729], [-1.614, -4.484, 1.913], [-1.262, -3.329, 2.598], [-1.609, -2.111, 2.054], [-2.285, -2.003, 0.902], [-3.590, -1.516, -2.375], [-3.414, -3.768, -1.654], [-4.550, -2.850, -0.667], [-2.629, -5.253, 0.177], [-1.348, -5.458, 2.302], [-0.732, -3.370, 3.538], [-1.373, -1.181, 2.556], [3.593, 2.927, -0.367], [3.345, 1.614, 0.133], [4.416, 0.855, 0.450], [5.743, 1.251, 0.322], [6.765, 0.386, 0.687], [6.493, -0.881, 1.182], [5.176, -1.288, 1.302], [4.152, -0.436, 0.924], [2.798, -0.866, 1.120], [1.783, -0.873, 0.296], [1.730, -0.632, -1.092], [2.875, -0.631, -1.931], [2.759, -0.484, -3.282], [1.483, -0.313, -3.847], [0.354, -0.311, -3.069], [0.440, -0.473, -1.673], [-0.666, -0.446, -0.978], [2.617, 3.360, -0.560], [4.162, 2.886, -1.297], [4.123, 3.530, 0.371], [5.985, 2.234, -0.051], [7.790, 0.715, 0.585], [7.296, -1.544, 1.469], [4.938, -2.275, 1.678], [2.603, -1.183, 2.061], [0.840, -1.137, 0.761], [3.851, -0.784, -1.494], [3.636, -0.505, -3.913], [1.388, -0.187, -4.918], [-0.627, -0.179, -3.504]]}

2.
{"formula": "C3H7N3S2", "method": "ωB97M-V/def2-TZVPD", "multiplicity": 1, "e_homo_ev": [-7.4, -7.4], "relative_energy_kj_mol": 488.4, "orbital_gap_ev": [5.8, 5.8], "elements": ["C", "C", "C", "N", "N", "N", "S", "S", "H", "H", "H", "H", "H", "H", "H"], "xyz": [[-1.181, -0.298, 0.263], [-0.425, -1.672, -0.044], [-0.916, 2.024, -0.043], [0.997, -1.463, 0.250], [-0.494, 0.711, 0.369], [1.658, -0.687, -0.496], [-2.870, -0.613, 0.432], [2.883, 0.286, 0.136], [-0.917, -2.516, 0.449], [-0.454, -1.684, -1.216], [-1.929, 2.049, 0.331], [-0.314, 2.831, 0.573], [-0.706, 2.278, -1.062], [1.372, -1.642, 1.151], [3.296, 0.395, -1.094]]}

3.
{"formula": "CH4BIO3", "method": "ωB97M-V/def2-TZVPD", "multiplicity": 1, "e_homo_ev": [-9.2, -9.2], "orbital_gap_ev": [7.8, 7.9], "elements": ["B", "C", "O", "O", "O", "I", "H", "H", "H", "H"], "xyz": [[1.296, 1.046, -0.177], [-2.562, -1.946, 0.262], [2.405, 1.543, 0.456], [1.323, 0.928, -1.471], [0.228, 0.692, 0.524], [-1.462, -0.393, -0.436], [-2.118, -2.891, 0.524], [-3.518, -1.821, 1.019], [2.389, 1.574, 1.342], [2.020, 1.268, -2.042]]}